Arrangement w

The ion C10H14NO2 with charge +1. Source: the Open Molecules 2025 dataset; level of theory: ωB97M-V with the def2-TZVPD basis set.

Computed properties:
HOMO energy   -13.97 eV
LUMO   -5.44 eV
Kohn-Sham gap   8.53 eV
Charge   +1

Atoms and positions in Å:
C -0.49 -2.57 -1.22
C -0.07 -3.27 -0.17
C -0.19 0.96 0.21
C -1.65 -1.68 0.64
C -1.10 -1.27 -0.74
C -0.45 -2.50 1.11
C 0.04 -0.33 -0.49
C -0.24 3.43 -0.12
C 1.93 2.14 -0.04
C 0.46 2.13 -0.50
N 0.66 -1.63 1.04
O -0.82 1.05 1.23
O 1.73 -1.65 1.54
H -0.42 -2.86 -2.25
H 0.48 -4.19 -0.13
H -1.87 -0.84 1.29
H -2.53 -2.31 0.54
H -1.86 -0.84 -1.40
H -0.53 -3.08 2.03
H 0.89 -0.38 -1.16
H 0.26 4.27 -0.59
H -1.28 3.42 -0.45
H -0.23 3.57 0.96
H 2.46 2.92 -0.58
H 2.43 1.19 -0.24
H 1.99 2.35 1.03
H 0.42 1.98 -1.58


Arrangement x

The ion C10H14NO2 with charge +1. Source: the Open Molecules 2025 dataset; level of theory: ωB97M-V with the def2-TZVPD basis set.

Computed properties:
HOMO energy (alpha / beta)   -13.28 / -13.28 eV
LUMO (alpha / beta)   -6.47 / -6.46 eV
SMILES string   CC(C)C1=C[C@H]2C=C[C@H](C2)[N+](=O)O1
Kohn-Sham gap (alpha / beta)   6.81 / 6.82 eV
Charge   +1

Atoms and positions in Å:
C -1.60 -1.09 2.17
C -0.56 -1.61 1.17
C -1.20 -2.58 0.17
C 0.12 -0.44 0.49
C 1.39 -0.04 0.88
C 1.82 1.20 0.08
C 2.05 0.67 -1.30
C 1.12 1.04 -2.18
C 0.07 1.94 -1.57
C 0.68 2.23 -0.17
N -1.12 1.09 -1.50
O -2.07 0.94 -2.15
O -0.84 0.05 -0.46
H -1.13 -0.43 2.90
H -2.39 -0.55 1.66
H -2.04 -1.93 2.70
H 0.22 -2.14 1.72
H -2.07 -2.14 -0.30
H -1.52 -3.48 0.71
H -0.49 -2.88 -0.59
H 2.00 -0.57 1.58
H 2.70 1.67 0.52
H 2.89 0.03 -1.54
H 1.07 0.74 -3.21
H -0.17 2.83 -2.16
H -0.07 2.24 0.62
H 1.13 3.22 -0.22


The winner here is arrangement w, beating the second structure by 144.2 kJ/mol.


Arrangement w

An isolated molecule of C20H25N3O3. Source: the Open Molecules 2025 dataset; level of theory: ωB97M-V with the def2-TZVPD basis set.

Computed properties:
HOMO energy   -7.55 eV
LUMO   -0.54 eV
SMILES string   Cc1ccc(C(=O)c2c[nH]c(C(=O)NCCCN3CCOCC3)c2)cc1
Kohn-Sham gap   7.01 eV
Charge   0

Atoms and positions in Å:
C -6.54 -3.13 -0.18
C -5.80 -1.79 -0.26
C -4.57 -1.47 -0.92
C -4.09 -0.35 -0.91
C -4.74 0.58 -0.40
C -4.14 2.07 -0.26
O -4.94 3.31 -0.34
C -2.83 2.31 -0.19
C -1.95 3.15 -0.51
N -0.67 3.16 -0.06
C -0.59 1.79 0.30
C 0.72 1.29 0.92
O 1.84 2.17 0.61
N 0.77 0.16 1.51
C 1.90 -0.45 1.95
C 2.38 -1.57 0.90
C 2.85 -1.08 -0.31
N 4.18 -0.30 -0.51
C 5.41 -1.29 -0.54
C 6.61 -0.78 -0.08
O 6.67 0.60 -0.63
C 5.66 1.42 -0.44
C 4.34 0.91 -1.01
C -1.91 1.22 0.57
C -6.06 0.46 0.41
C -6.67 -0.83 0.54
H -7.02 -3.26 0.60
H -7.52 -3.10 -0.96
H -5.85 -3.86 -0.55
H -4.11 -2.53 -1.36
H -3.13 -0.27 -1.36
H -2.13 4.19 -0.84
H 0.01 3.73 -0.28
H -0.10 -0.42 1.34
H 1.80 -0.96 2.84
H 2.76 0.07 1.80
H 3.25 -2.37 1.48
H 1.38 -2.25 0.91
H 2.98 -1.90 -1.20
H 2.08 -0.28 -0.77
H 5.25 -2.24 -0.14
H 5.41 -1.54 -1.34
H 7.52 -1.02 -0.35
H 6.59 -0.23 1.04
H 5.79 2.26 -1.08
H 5.52 1.62 0.57
H 3.46 1.42 -0.82
H 4.39 0.70 -2.04
H -2.08 0.12 0.86
H -6.54 1.41 0.74
H -7.55 -0.84 0.74


Arrangement x

A cluster of 2 separate species, C20H25N3O3 in total. Source: the Open Molecules 2025 dataset; level of theory: ωB97M-V with the def2-TZVPD basis set.

Computed properties:
HOMO energy   -7.06 eV
LUMO   -1.09 eV
Kohn-Sham gap   5.97 eV
Charge   0

Atoms and positions in Å:
C 2.57 1.19 5.15
C 2.82 -0.18 4.54
C 1.62 -0.72 3.75
N 1.06 0.28 2.84
C 0.67 -0.06 1.62
C 0.20 0.87 0.67
C -0.87 0.63 -0.19
C -1.52 1.74 -0.87
C -2.92 1.75 -1.09
C -3.52 2.78 -1.80
C -2.74 3.84 -2.31
C -1.36 3.87 -2.06
C -0.76 2.84 -1.33
C 0.72 1.57 3.45
C 1.90 2.18 4.19
H 1.93 1.08 6.03
H 3.52 1.61 5.49
H 3.69 -0.14 3.87
H 3.06 -0.90 5.33
H 1.91 -1.60 3.16
H 0.84 -1.02 4.47
H 0.77 -1.11 1.33
H 0.70 1.85 0.64
H -1.43 -0.30 -0.08
H -3.51 0.93 -0.68
H -4.60 2.76 -1.98
H -3.21 4.64 -2.89
H -0.75 4.69 -2.43
H 0.31 2.86 -1.13
H 0.35 2.26 2.69
H -0.10 1.40 4.18
H 1.55 3.06 4.74
H 2.64 2.54 3.46
C -2.19 -2.51 -4.68
N -1.21 -2.31 -3.64
C -1.00 -1.00 -3.16
O -1.69 -0.09 -3.66
C -0.05 -0.82 -2.12
C 0.76 -1.91 -1.70
O 1.67 -1.86 -0.85
N 0.49 -3.18 -2.26
C 1.28 -4.30 -1.81
C -0.47 -3.44 -3.25
O -0.66 -4.56 -3.73
H -2.24 -3.58 -4.88
H -3.16 -2.13 -4.35
H -1.89 -1.97 -5.59
H 0.38 0.17 -2.01
H 0.92 -5.18 -2.33
H 2.34 -4.12 -2.03
H 1.16 -4.41 -0.73


The winner here is arrangement x, beating the second structure by 1812.6 kJ/mol.


Arrangement w

A cluster of 6 separate species, H12O6 in total. Source: the Open Molecules 2025 dataset; level of theory: ωB97M-V with the def2-TZVPD basis set.

Computed properties:
HOMO energy (alpha / beta)   0.69 / -7.53 eV
<S²>   0.751
LUMO (alpha / beta)   2.95 / 3.03 eV
Kohn-Sham gap (alpha / beta)   2.26 / 10.56 eV
Charge   -1
Spin multiplicity   2

Atoms and positions in Å:
O -2.48 0.47 -2.71
H -2.43 1.43 -2.75
H -2.60 0.27 -1.79
O 0.04 0.58 0.50
H 0.62 -0.15 0.26
H -0.79 0.38 0.07
O 2.97 -0.70 -2.07
H 3.21 0.22 -1.99
H 2.48 -0.89 -1.28
O -3.42 0.99 0.09
H -3.42 1.02 1.05
H -3.61 1.89 -0.17
O 2.25 -1.48 0.39
H 2.68 -1.15 1.18
H 2.70 -2.31 0.20
O 0.72 0.05 3.27
H 0.44 0.26 2.38
H 0.61 -0.89 3.35


Arrangement x

A cluster of 6 separate species, H12O6 in total. Source: the Open Molecules 2025 dataset; level of theory: ωB97M-V with the def2-TZVPD basis set.

Computed properties:
HOMO energy (alpha / beta)   0.89 / -7.47 eV
<S²>   0.751
LUMO (alpha / beta)   3.67 / 3.47 eV
Kohn-Sham gap (alpha / beta)   2.78 / 10.94 eV
Charge   -1
Spin multiplicity   2

Atoms and positions in Å:
O 2.79 -0.24 -0.02
H 2.16 -0.19 -0.78
H 3.46 0.41 -0.26
O -1.00 -1.27 2.02
H -0.43 -1.94 1.62
H -0.49 -0.42 1.87
O 0.65 0.75 1.39
H 0.93 1.31 2.14
H 1.49 0.32 1.05
O -2.46 -1.10 -0.23
H -2.18 -1.22 0.70
H -3.41 -0.96 -0.21
O -1.22 1.26 -1.08
H -0.80 1.64 -0.29
H -1.59 0.41 -0.74
O 1.20 0.58 -2.12
H 0.30 0.78 -1.76
H 1.10 -0.10 -2.79


The winner here is arrangement x, beating the second structure by 78.6 kJ/mol.


Arrangement w

A structure of composition C2H6N2S. Source: the Open Molecules 2025 dataset; level of theory: ωB97M-V with the def2-TZVPD basis set.

Computed properties:
HOMO energy   -8.88 eV
LUMO   -1.09 eV
Kohn-Sham gap   7.80 eV
Charge   0

Atoms and positions in Å:
C -0.47 -0.38 1.33
C 0.91 -0.59 -0.45
H -0.91 0.74 0.98
H -1.24 -1.44 0.86
H -0.36 -0.47 2.55
H 1.94 -0.77 -0.74
H 1.05 0.20 -2.34
H -0.70 2.12 0.11
N 0.81 -0.60 0.75
N 0.18 0.01 -1.53
S -1.21 1.17 -1.53


Arrangement x

An isolated molecule of C2H6N2S. Source: the Open Molecules 2025 dataset; level of theory: ωB97M-V with the def2-TZVPD basis set.

Computed properties:
HOMO energy   -8.95 eV
LUMO   0.74 eV
SMILES string   [H]/N=C(\C)NS
Kohn-Sham gap   9.69 eV
Charge   0

Atoms and positions in Å:
H 2.47 0.54 -0.63
N 1.60 0.01 -0.63
C 0.67 0.69 -0.17
C 0.65 2.15 0.26
N -0.64 0.09 0.00
S -1.09 -1.54 0.12
H -0.26 2.62 -0.08
H 1.54 2.70 -0.15
H 0.59 2.30 1.35
H -1.21 0.75 0.51
H -0.29 -1.99 1.08


The winner here is arrangement x, beating the second structure by 533.1 kJ/mol.


Arrangement w

An isolated molecule of C2H6N2S. Source: the Open Molecules 2025 dataset; level of theory: ωB97M-V with the def2-TZVPD basis set.

Computed properties:
HOMO energy   -8.74 eV
LUMO   0.00 eV
SMILES string   N/N=C/CS
Kohn-Sham gap   8.74 eV
Charge   0

Atoms and positions in Å:
N -2.78 -0.21 0.11
N -1.45 -0.39 -0.51
C -0.75 0.63 0.27
C 0.66 0.80 -0.36
S 2.06 -0.45 0.08
H -3.39 -1.30 0.10
H -2.60 0.01 1.24
H -1.09 1.14 1.30
H 1.08 1.71 -0.18
H 0.55 0.92 -1.51
H 2.65 0.39 1.09


Arrangement x

An isolated molecule of C2H6N2S. Source: the Open Molecules 2025 dataset; level of theory: ωB97M-V with the def2-TZVPD basis set.

Computed properties:
HOMO energy   -9.06 eV
LUMO   0.65 eV
SMILES string   [H]/N=C(/N)SC
Kohn-Sham gap   9.71 eV
Charge   0

Atoms and positions in Å:
H -1.91 -1.93 -0.29
N -2.09 -1.05 0.04
C -0.93 -0.50 0.06
N -0.90 0.94 -0.19
S 0.55 -1.37 -0.10
C 1.66 0.08 -0.05
H -1.72 1.40 -0.47
H -0.60 1.33 0.79
H 1.39 0.77 0.79
H 2.79 -0.35 0.48
H 1.76 0.68 -1.07


The winner here is arrangement x, beating the second structure by 280.2 kJ/mol.


Arrangement w

The ion C10H12NOS with charge +1. Source: the Open Molecules 2025 dataset; level of theory: ωB97M-V with the def2-TZVPD basis set.

Computed properties:
HOMO energy   -12.47 eV
LUMO   -4.65 eV
Kohn-Sham gap   7.82 eV
Charge   +1

Atoms and positions in Å:
C 2.89 0.61 1.49
N 2.12 -0.40 1.27
C 1.88 -0.62 -0.16
C 0.78 -1.64 -0.48
O -0.26 -1.69 0.50
C -1.22 -0.71 0.22
C -2.30 -0.99 -0.58
C -3.20 0.00 -0.85
C -3.07 1.27 -0.35
C -2.00 1.54 0.47
C -1.11 0.55 0.74
C 1.97 0.71 -0.86
S 3.44 1.40 0.05
H 3.13 0.88 2.51
H 1.69 -1.03 1.95
H 2.80 -1.13 -0.49
H 1.23 -2.63 -0.49
H 0.36 -1.48 -1.48
H -2.47 -1.97 -1.01
H -4.05 -0.20 -1.49
H -3.79 2.03 -0.61
H -1.89 2.54 0.88
H -0.25 0.78 1.37
H 1.20 1.46 -0.66
H 2.11 0.71 -1.94


Arrangement x

The ion C10H12NOS with charge +1. Source: the Open Molecules 2025 dataset; level of theory: ωB97M-V with the def2-TZVPD basis set.

Computed properties:
HOMO energy (alpha / beta)   -13.21 / -12.93 eV
LUMO (alpha / beta)   -6.09 / -6.55 eV
Kohn-Sham gap (alpha / beta)   7.12 / 6.38 eV
Charge   +1

Atoms and positions in Å:
C -3.21 -0.51 -0.55
C -3.08 0.90 -0.57
C -2.11 -1.26 -0.12
C -1.86 1.48 -0.41
C -0.88 -0.66 0.01
C -0.70 0.65 -0.21
C 1.60 -1.23 -0.33
C 0.39 -1.54 0.35
C 2.84 -1.70 -0.83
C 1.26 1.69 1.56
N 1.64 0.91 -1.19
O 0.50 3.09 -0.36
S 0.79 1.69 -0.21
H -4.09 -1.03 -0.69
H -3.91 1.56 -0.67
H -2.29 -2.32 -0.08
H -1.79 2.54 -0.64
H 0.79 -1.38 1.48
H 0.15 -2.59 0.49
H 2.76 -2.81 -0.57
H 3.66 -1.34 -0.21
H 3.11 -1.52 -1.90
H 2.06 0.95 1.69
H 0.52 1.81 2.35
H 1.84 2.63 1.64


The winner here is arrangement w, beating the second structure by 745.6 kJ/mol.